Entry 1:
The following is a DFT calculation (ωB97M-V with the def2-TZVPD basis set) of a cluster of 4 separate species, C17H31INO7 in total.

As for the multiplicity: 1. The charge is -1. The highest occupied orbital energy comes out at -1.99 eV. The calculation puts the frontier orbital gap at 4.19 eV.

Geometry as XYZ:
```
57
Properties=species:S:1:pos:R:3:forces:R:3
I 0.05913 1.02411 0.17656 0.35 0.54 0.05
O -1.78676 -4.40703 -0.36027 0.48 -0.42 0.01
O -3.57150 -4.04839 -3.64571 -0.01 -0.48 0.21
O 3.14892 8.16499 3.23041 0.02 -0.24 -0.03
O 3.28112 5.97133 3.42270 0.02 0.19 -0.39
O -0.72604 -2.98444 -1.67382 -0.15 -0.40 0.06
O -5.39203 -4.08262 -2.41339 0.13 -0.07 -0.09
O 4.47310 1.76206 3.13648 0.45 0.99 1.27
N 3.02472 0.44223 1.84100 -1.03 -1.01 -0.60
C -2.23951 -1.99695 -0.14843 0.25 0.17 0.46
C -5.55642 -2.80534 -4.40008 -0.24 -0.30 -0.44
C 4.33722 7.39250 5.12436 0.60 0.01 -0.06
C 1.80638 1.79591 -2.18482 -0.96 0.27 0.08
C 2.76765 -0.09674 -0.63451 0.26 -0.14 1.97
C -4.85123 -3.71514 -3.42435 -0.03 0.32 0.05
C 3.89031 4.78330 3.95938 -0.09 -0.29 0.16
C 3.71014 1.10508 2.54226 0.60 -0.18 -0.28
C 3.78040 -0.04413 0.59537 0.24 -0.35 -2.02
C -2.53686 -4.71717 0.81886 -0.29 0.10 0.00
C -4.02235 -4.70372 0.52742 -0.10 0.04 -0.03
C 2.01890 1.27637 -0.72838 1.00 -0.65 -1.46
C 3.56715 7.21125 3.83800 -0.16 0.08 0.21
C -2.28644 -2.44330 -4.94103 -0.04 0.18 0.14
C -1.50189 -3.15531 -0.77030 -0.25 0.51 -0.16
C 3.15291 4.30164 5.19037 -0.07 0.16 0.19
C -2.87973 -3.83554 -4.88038 0.20 0.32 -0.18
H 2.09913 4.13447 4.96004 0.08 -0.08 -0.08
H -5.21082 -2.90883 -5.42663 0.17 0.17 0.05
H 1.37525 1.02279 -2.86725 0.45 0.38 0.62
H 2.63709 2.02463 -0.18957 -0.80 -0.44 0.12
H -1.71008 -2.31146 -5.85852 -0.02 -0.03 0.02
H -3.12684 -1.77855 -0.74495 0.00 -0.07 0.03
H -2.23271 -5.72244 1.11440 0.16 0.05 -0.18
H 4.92760 8.30439 5.04470 -0.24 0.09 0.00
H 1.03956 2.61194 -2.14659 0.74 -0.44 -0.19
H 3.18961 5.03844 5.99627 0.08 -0.03 0.02
H 5.03911 6.58821 5.33362 -0.18 -0.11 0.11
H -4.25243 -5.38986 -0.28826 0.02 0.04 0.04
H -3.52457 -4.05556 -5.73438 -0.10 0.06 0.07
H -4.35856 -3.71544 0.21414 -0.01 -0.03 0.04
H -2.52377 -2.16351 0.88904 -0.20 -0.09 -0.08
H -2.07466 -4.57028 -4.90424 -0.12 -0.05 0.23
H 2.73421 2.21135 -2.64416 -0.47 -0.44 0.52
H -1.58242 -1.12477 -0.15047 -0.11 -0.22 -0.27
H -3.06073 -1.67460 -4.90619 -0.02 -0.03 -0.11
H 4.95521 4.93714 4.14190 -0.05 0.09 0.02
H 3.63326 7.49315 5.95078 0.02 -0.04 -0.03
H -4.59485 -5.00008 1.40942 0.06 0.00 0.01
H 2.06952 -0.94869 -0.40534 0.06 0.77 -0.88
H 3.81806 4.02633 3.18141 -0.02 0.20 -0.07
H 3.35446 -0.31436 -1.55892 -0.47 0.22 0.62
H 4.07711 -1.11289 0.75354 -0.30 0.66 0.29
H -2.26594 -4.05843 1.64634 0.01 0.09 -0.10
H 3.58616 3.36910 5.55381 -0.01 0.00 -0.10
H -1.62993 -2.27401 -4.08493 0.03 -0.12 -0.05
H -5.43931 -1.77184 -4.07313 0.03 -0.04 -0.03
H -6.61500 -3.06130 -4.40360 0.03 0.10 0.23
```
Positions in Å, forces in eV/Å.

Entry 2:
The following is a DFT calculation (ωB97M-V with the def2-TZVPD basis set) of a structure of composition C3H12KN6O3.

As for the multiplicity: 1. The charge is +1. The calculation puts the energy relative to the best compared isomer or geometry (same formula, charge and spin) at 1.952 eV. The highest occupied orbital energy comes out at -12.89 eV. The calculation puts the frontier orbital gap at 10.49 eV.

Geometry as XYZ:
```
25
Properties=species:S:1:pos:R:3:forces:R:3
K -1.49294 0.78631 -1.11394 0.26 0.07 0.09
O -0.53276 -1.64326 -1.39896 -0.95 0.60 -0.33
O 1.06842 1.53212 -1.08699 -4.70 2.48 -1.24
O -1.92315 1.82979 1.17688 0.42 -0.16 -1.06
N -1.84169 1.60153 3.38052 2.18 -2.44 5.25
N 3.24517 1.74636 -0.86931 3.19 3.24 -0.53
N 0.03356 -3.20156 -2.89850 0.55 -1.32 -2.27
N -2.98039 3.16235 2.60181 -3.66 4.86 0.10
N 2.31955 -0.17730 -0.72008 1.71 -6.20 1.17
N -0.15739 -3.70413 -0.76608 0.35 -3.54 2.33
C -0.30082 -2.82915 -1.69289 0.31 4.75 0.26
C -2.18644 2.19340 2.32081 -0.12 -1.39 -4.82
C 2.13599 1.06383 -0.91951 0.04 0.04 0.33
H 3.28112 -0.42939 -0.54139 -0.47 -0.70 -0.06
H -3.45238 3.68733 1.87950 0.34 -0.20 0.01
H 1.62344 -0.90909 -0.72439 -0.22 0.51 0.06
H 3.21962 2.50804 -1.53209 0.43 0.34 0.45
H -3.41548 3.23139 3.51067 0.07 0.07 -0.31
H 0.41695 -4.48728 -1.04338 -0.50 -0.39 1.02
H -1.24863 0.78728 3.45386 -0.06 0.47 -0.12
H 0.30637 -2.52466 -3.59669 -0.13 -0.25 0.18
H 0.32907 -4.16608 -2.94829 0.01 0.29 -0.94
H -0.58946 -3.59804 0.14065 0.40 -0.10 -0.24
H 4.13631 1.28654 -0.74872 -0.19 0.24 -0.24
H -1.99411 2.25363 4.13659 0.76 -1.25 0.92
```
Positions in Å, forces in eV/Å.

Entry 3:
The following is a DFT calculation (ωB97M-V with the def2-TZVPD basis set) of an isolated molecule of C17H26N2O2.

Its SMILES is CCOc1ccc(NC(=O)NC2CCCCCCC2)cc1. As for the multiplicity: 1. The calculation puts the energy relative to the best compared isomer or geometry (same formula, charge and spin) at 0.000 eV. The highest occupied orbital energy comes out at -7.97 eV. The calculation puts the frontier orbital gap at 8.67 eV.

Geometry as XYZ:
```
47
Properties=species:S:1:pos:R:3:forces:R:3
O -5.05067 -1.02080 2.66270 -0.09 0.16 -0.23
O 0.03470 3.16175 -1.36798 0.22 0.35 -0.27
N -1.79373 2.30709 -0.37450 -0.26 0.51 -0.20
N 0.16685 1.06803 -0.49535 -0.05 -0.14 0.10
C -3.91816 1.30039 0.13937 0.16 -0.06 0.05
C 3.81066 0.74470 0.19627 -0.03 -0.07 -0.11
C -3.88453 -3.09902 3.22330 -0.18 0.38 -0.01
C 1.42813 -0.13171 -2.20878 0.06 0.33 -0.23
C 4.58482 0.57173 -1.11232 0.04 -0.15 0.19
C 1.51004 0.80654 -0.98863 -0.04 -0.03 0.13
C -4.16787 -0.24218 1.97626 0.03 0.14 -0.14
C 4.42301 -0.81616 -1.74497 0.08 0.11 -0.19
C -2.55696 1.44453 0.41517 -0.06 -0.35 0.28
C -4.70776 0.47359 0.90495 0.03 -0.12 0.23
C 2.35436 0.27286 0.17714 0.18 0.19 0.02
C -0.47763 2.22784 -0.78458 -0.19 -0.23 0.09
C 2.51206 0.07415 -3.27122 0.06 -0.27 0.02
C -2.81883 -0.08254 2.26943 -0.27 -0.25 0.18
C -4.59475 -1.84169 3.71783 0.17 -0.35 0.22
C 3.76713 -0.79219 -3.12780 -0.03 0.05 0.05
C -2.02838 0.75860 1.50346 -0.06 0.21 -0.18
H 1.88423 1.78535 -1.30367 -0.01 -0.13 -0.01
H -5.50571 -2.12005 4.25528 0.17 0.08 0.00
H -2.28183 3.09629 -0.77374 0.23 -0.06 0.04
H -2.98804 -2.84517 2.66296 0.09 -0.04 -0.03
H 5.63869 0.76455 -0.90126 -0.02 0.09 -0.08
H -3.95266 -1.27374 4.40259 -0.11 -0.01 -0.04
H 1.41903 -1.17368 -1.88104 -0.08 -0.10 0.06
H 2.08284 -0.15711 -4.24938 0.02 0.10 0.00
H -3.60781 -3.72064 4.07041 0.05 -0.09 0.08
H 5.39951 -1.29363 -1.85146 -0.04 -0.07 0.07
H 3.83113 1.80330 0.46425 0.01 0.01 0.10
H -4.35288 1.84814 -0.68383 -0.04 0.03 -0.12
H 2.30763 -0.81789 0.18822 -0.03 -0.06 0.04
H 4.49584 -0.43386 -3.85948 0.04 -0.07 -0.05
H 4.26464 1.33485 -1.81900 0.03 0.12 -0.06
H -4.54741 -3.66310 2.57206 -0.04 -0.08 -0.04
H -0.38270 0.27022 -0.21766 -0.04 0.06 0.01
H 4.32444 0.19629 0.99054 0.04 0.06 0.04
H 1.89529 0.61708 1.10750 0.00 -0.06 -0.04
H 3.83929 -1.45374 -1.08314 -0.01 -0.11 0.06
H -0.99533 0.90191 1.78067 0.07 0.02 0.02
H -5.75949 0.36183 0.69481 -0.13 -0.01 -0.03
H -2.36301 -0.58988 3.10506 0.00 -0.08 0.07
H 0.46422 0.06751 -2.68494 0.04 -0.04 0.06
H 3.51689 -1.82124 -3.39953 0.03 -0.01 -0.09
H 2.78070 1.13091 -3.29599 -0.02 0.06 -0.06
```
Positions in Å, forces in eV/Å.

Question: Among the records above, which one has the highest highest occupied orbital energy?
Answer: C17H31INO7